Below is a cluster of 2 separate species, C2O3S2 in total at a distorted geometry, with properties calculated with ωB97M-V/def2-TZVPD.

```
! RIJCOSX wB97M-V def2-TZVPD def2/J DEFGRID3
* xyz 0 1
S -1.824 -0.208 0.745
S 1.720 -0.846 -0.074
O 1.693 0.673 0.958
O 0.680 -1.031 -1.072
O -1.681 1.021 -1.616
C -1.654 0.636 -0.537
C 1.065 -0.244 1.596
*
```

Calculated values
Energy   -29883.09081 eV
Strongest force on any atom   1.92 eV/A
Energy relative to the best compared isomer or geometry (same formula, charge and spin)   0.5 kcal per mole
Frontier orbital gap   0.3303 hartree